Record 1
The following is a DFT calculation (wB97M-V/def2-TZVPD) of C48H50BrClF3HfN10O3S2 as an isolated structure at a distorted geometry.

Electronic energy ... -6810.46768 Eh
Total charge ... +1

Geometry (Å):
Hf (1.496, 0.118, -0.292)
O (-0.026, -1.634, -0.005)
S (0.070, -2.239, -1.334)
O (0.716, -3.518, -1.475)
N (0.719, -0.998, -2.054)
C (1.219, -1.062, -3.369)
C (0.880, -1.885, -4.374)
C (1.464, -1.835, -5.661)
C (2.392, -0.861, -5.987)
C (2.811, 0.011, -4.939)
C (3.838, 0.964, -5.067)
C (4.257, 1.709, -3.999)
C (3.584, 1.474, -2.748)
N (2.667, 0.597, -2.628)
C (2.240, -0.114, -3.680)
C (-1.589, -2.417, -1.887)
C (-2.307, -3.581, -1.543)
C (-3.605, -3.593, -1.913)
C (-4.137, -2.566, -2.666)
C (-3.449, -1.435, -2.988)
C (-2.132, -1.329, -2.600)
H (0.232, -2.749, -4.048)
H (1.120, -2.655, -6.324)
H (2.860, -0.809, -6.988)
H (4.429, 1.113, -5.979)
H (5.067, 2.447, -4.035)
H (3.969, 2.003, -1.867)
H (-1.931, -4.531, -1.167)
H (-4.205, -4.428, -1.634)
H (-5.254, -2.583, -2.927)
H (-3.905, -0.627, -3.454)
H (-1.424, -0.603, -2.823)
Br (1.508, 0.402, 2.334)
C (-6.104, 0.951, 4.091)
C (-4.836, 1.357, 3.190)
C (-3.560, 0.831, 3.820)
C (-4.889, 2.876, 3.243)
C (-5.125, 0.774, 1.770)
O (-6.452, 1.196, 1.311)
C (-5.256, -0.766, 1.847)
C (-3.961, -1.524, 1.271)
C (-4.106, -3.010, 1.546)
C (-5.226, -3.715, 1.011)
C (-5.459, -4.999, 1.348)
C (-4.639, -5.700, 2.234)
Cl (-4.998, -7.288, 2.758)
C (-3.536, -5.019, 2.743)
C (-3.314, -3.710, 2.406)
C (-4.318, 1.287, 0.594)
N (-2.856, 1.400, 0.609)
C (-2.024, 0.499, 0.033)
N (-0.782, 0.939, 0.159)
C (-0.922, 2.130, 0.806)
N (-2.127, 2.443, 1.108)
H (-5.787, 1.168, 5.184)
H (-6.377, -0.084, 4.056)
H (-6.985, 1.575, 3.905)
H (-3.461, 1.327, 4.790)
H (-2.738, 1.083, 3.167)
H (-3.639, -0.245, 4.062)
H (-4.832, 3.121, 4.328)
H (-5.808, 3.258, 2.698)
H (-4.041, 3.371, 2.801)
H (-7.031, 1.219, 2.066)
H (-6.123, -1.056, 1.209)
H (-5.251, -1.196, 2.802)
H (-3.074, -0.921, 1.647)
H (-3.989, -1.296, 0.210)
H (-5.912, -3.253, 0.233)
H (-6.331, -5.618, 1.016)
H (-2.918, -5.513, 3.459)
H (-2.403, -3.179, 2.755)
H (-4.679, 2.282, 0.314)
H (-4.465, 0.725, -0.271)
H (-2.289, -0.539, -0.315)
H (-0.091, 2.700, 1.105)
C (1.407, -4.442, 3.353)
C (2.305, -4.886, 2.207)
C (2.756, -3.884, 1.213)
N (2.406, -2.657, 1.208)
N (2.755, -1.880, 0.097)
C (3.526, -2.594, -0.694)
N (4.150, -2.103, -1.811)
S (3.828, -4.205, -0.216)
H (1.311, -5.311, 4.039)
H (0.415, -4.266, 2.854)
H (1.768, -3.577, 3.917)
H (1.796, -5.679, 1.594)
H (3.183, -5.372, 2.619)
H (4.246, -1.068, -1.845)
H (4.801, -2.584, -2.383)
C (1.965, 5.960, -0.054)
N (1.458, 4.634, -0.429)
C (0.623, 4.360, -1.477)
C (0.614, 3.015, -1.660)
N (1.422, 2.424, -0.683)
C (1.854, 3.455, 0.021)
H (3.092, 5.847, 0.065)
H (1.658, 6.323, 0.936)
H (1.748, 6.587, -0.924)
H (0.137, 5.141, -2.090)
H (0.050, 2.384, -2.324)
H (2.583, 3.386, 0.838)
F (8.989, 5.980, 1.034)
C (8.779, 5.334, -0.103)
F (9.930, 4.646, -0.406)
F (8.433, 6.195, -1.028)
C (7.680, 4.368, 0.067)
C (7.431, 3.398, -0.897)
C (6.399, 2.497, -0.743)
C (5.686, 2.376, 0.464)
C (5.931, 3.383, 1.372)
C (6.919, 4.371, 1.244)
C (4.518, 1.520, 0.470)
C (3.567, 0.839, 0.100)
H (8.020, 3.368, -1.814)
H (6.242, 1.785, -1.549)
H (5.519, 3.366, 2.359)
H (7.235, 4.897, 2.061)

---

Record 2
The following is a DFT calculation (wB97M-V/def2-TZVPD) of C48H50IrN5O3P2Te as an isolated structure.

ΔE to the lowest compared entry with this formula, charge and spin ... 0.000 eV
Total charge ... +2

Geometry (Å):
Ir (0.225, -0.995, -0.913)
C (5.546, -1.725, 3.410)
C (4.164, -1.557, 2.843)
C (3.104, -2.364, 3.269)
C (1.849, -2.258, 2.711)
C (1.560, -1.306, 1.722)
N (0.313, -1.292, 1.097)
C (-0.841, -1.476, 1.854)
C (-1.030, -0.862, 3.095)
C (-2.239, -0.948, 3.754)
C (-3.331, -1.620, 3.200)
C (-4.663, -1.640, 3.897)
C (-3.144, -2.250, 1.981)
C (-1.906, -2.211, 1.343)
N (-1.727, -3.016, 0.177)
C (-2.314, -4.208, -0.031)
C (-1.979, -4.644, -1.291)
C (-1.154, -3.650, -1.799)
N (-1.001, -2.662, -0.915)
C (2.607, -0.467, 1.344)
C (3.893, -0.618, 1.865)
N (2.390, 0.619, 0.440)
C (3.047, 1.794, 0.447)
C (2.598, 2.549, -0.613)
C (1.636, 1.760, -1.223)
N (1.521, 0.585, -0.598)
H (5.509, -1.864, 4.490)
H (6.170, -0.858, 3.200)
H (6.039, -2.602, 2.986)
H (3.279, -3.110, 4.035)
H (1.057, -2.924, 3.029)
H (-0.217, -0.292, 3.525)
H (-2.351, -0.458, 4.715)
H (-4.543, -1.833, 4.962)
H (-5.318, -2.406, 3.485)
H (-5.170, -0.678, 3.797)
H (-3.964, -2.789, 1.521)
H (-2.899, -4.665, 0.747)
H (-2.265, -5.566, -1.764)
H (-0.658, -3.616, -2.749)
H (4.692, 0.017, 1.503)
H (3.749, 2.028, 1.229)
H (2.895, 3.551, -0.868)
H (1.009, 1.980, -2.067)
Te (0.139, 2.637, 2.186)
C (1.518, 4.121, 2.765)
C (2.302, 3.918, 3.895)
C (3.260, 4.859, 4.253)
C (3.422, 6.009, 3.496)
C (2.633, 6.217, 2.372)
C (1.691, 5.270, 1.998)
C (-1.597, 3.825, 2.116)
C (-1.943, 4.475, 0.934)
C (-3.114, 5.218, 0.863)
C (-3.948, 5.305, 1.970)
C (-3.607, 4.658, 3.149)
C (-2.433, 3.920, 3.225)
H (2.157, 3.037, 4.508)
H (3.865, 4.700, 5.137)
H (4.158, 6.748, 3.785)
H (2.753, 7.118, 1.785)
H (1.082, 5.434, 1.117)
H (-1.296, 4.399, 0.068)
H (-3.372, 5.735, -0.052)
H (-4.859, 5.886, 1.916)
H (-4.250, 4.736, 4.016)
H (-2.164, 3.425, 4.150)
C (2.094, -0.007, -3.830)
P (0.952, -1.233, -3.133)
C (1.996, -2.593, -2.544)
C (2.775, -2.307, -1.411)
C (3.396, -3.331, -0.702)
C (3.268, -4.638, -1.137)
C (2.532, -4.923, -2.284)
C (1.884, -3.915, -2.975)
C (-0.012, -1.791, -4.551)
C (-1.406, -1.749, -4.528)
C (-2.134, -2.140, -5.642)
C (-1.475, -2.578, -6.781)
C (-0.086, -2.630, -6.809)
C (0.645, -2.234, -5.702)
H (2.606, -0.445, -4.686)
H (2.834, 0.292, -3.090)
H (1.544, 0.873, -4.164)
H (2.964, -1.281, -1.119)
H (3.982, -3.090, 0.175)
H (3.752, -5.440, -0.596)
H (2.461, -5.944, -2.637)
H (1.303, -4.156, -3.858)
H (-1.917, -1.435, -3.626)
H (-3.216, -2.109, -5.620)
H (-2.042, -2.883, -7.650)
H (0.426, -2.978, -7.696)
H (1.727, -2.282, -5.737)
C (-1.384, 1.778, -3.263)
O (-1.404, 1.700, -1.825)
P (-1.509, 0.335, -1.031)
O (-2.719, -0.470, -1.668)
C (-3.883, 0.165, -2.255)
O (-1.917, 0.813, 0.390)
C (-3.249, 1.216, 0.803)
H (-2.310, 2.246, -3.591)
H (-1.286, 0.795, -3.725)
H (-0.551, 2.415, -3.557)
H (-3.744, 0.232, -3.333)
H (-4.051, 1.157, -1.840)
H (-4.730, -0.476, -2.033)
H (-3.192, 1.345, 1.879)
H (-3.957, 0.426, 0.558)
H (-3.509, 2.163, 0.333)